Record 1
{"formula": "C54H114N7O11V", "method": "ωB97M-V/def2-TZVPD", "e_tot_ha": -4280.031710, "e_homo_ev": -7.704, "homo_lumo_gap_ev": 3.37, "charge": 0, "lumo_ev": -4.33, "elements": ["V", "O", "O", "O", "O", "O", "O", "O", "O", "O", "O", "O", "N", "N", "N", "N", "N", "N", "N", "C", "C", "C", "C", "C", "C", "C", "C", "C", "C", "C", "C", "C", "C", "C", "C", "C", "C", "C", "C", "C", "C", "C", "C", "C", "C", "C", "C", "C", "C", "C", "C", "C", "C", "C", "C", "C", "C", "C", "C", "C", "C", "C", "C", "C", "C", "C", "C", "C", "C", "C", "C", "C", "C", "H", "H", "H", "H", "H", "H", "H", "H", "H", "H", "H", "H", "H", "H", "H", "H", "H", "H", "H", "H", "H", "H", "H", "H", "H", "H", "H", "H", "H", "H", "H", "H", "H", "H", "H", "H", "H", "H", "H", "H", "H", "H", "H", "H", "H", "H", "H", "H", "H", "H", "H", "H", "H", "H", "H", "H", "H", "H", "H", "H", "H", "H", "H", "H", "H", "H", "H", "H", "H", "H", "H", "H", "H", "H", "H", "H", "H", "H", "H", "H", "H", "H", "H", "H", "H", "H", "H", "H", "H", "H", "H", "H", "H", "H", "H", "H", "H", "H", "H", "H", "H", "H", "H", "H", "H", "H", "H", "H", "H", "H", "H", "H", "H", "H"], "xyz": [[2.638, -4.707, 3.261], [-6.545, 3.384, -0.504], [0.485, -2.233, 1.251], [5.488, -2.618, 1.441], [0.436, 6.662, 4.152], [-0.899, -0.699, 0.674], [2.292, -6.132, 2.534], [-3.444, -2.400, 4.881], [-3.121, -5.186, -2.977], [0.382, -0.366, 2.268], [4.266, 0.688, -2.529], [1.597, -4.353, 4.427], [4.552, 0.636, -3.871], [-6.113, 4.394, -1.339], [0.100, -1.051, 1.313], [1.323, 7.360, 3.354], [6.510, -2.881, 2.246], [-2.716, -5.873, -4.126], [-4.457, -3.183, 5.403], [-3.240, -8.218, -3.563], [-6.878, 5.634, -1.083], [-6.269, -4.814, 5.027], [8.079, -2.834, 0.096], [5.394, 1.730, -4.443], [2.777, 6.956, 3.532], [-6.255, 6.214, -3.626], [-5.033, -6.153, -5.183], [3.507, 7.683, 4.634], [-2.243, -7.619, -6.489], [7.166, -5.083, 1.206], [-0.574, 9.022, 2.660], [9.264, -2.484, 3.047], [4.577, 0.903, -6.818], [6.854, -1.720, 3.089], [-6.277, -5.154, 6.534], [-5.502, -3.626, 3.103], [-1.398, -7.620, -5.233], [-3.549, -4.047, -5.555], [-4.193, -2.025, 7.708], [3.002, 5.438, 3.659], [1.277, 9.825, 4.021], [-8.448, 5.553, -1.145], [-3.344, -4.329, 7.379], [-5.793, -3.956, 7.363], [-5.000, -4.155, 4.474], [4.620, 3.052, -4.420], [-4.430, -3.397, 6.882], [3.178, 8.670, 1.541], [-6.027, 3.795, -2.689], [2.151, 0.540, -4.612], [-7.308, 3.167, -3.339], [-5.532, 4.884, -3.717], [7.043, -0.383, 2.356], [-3.566, -5.577, -5.362], [-1.096, -7.198, -2.768], [1.681, 9.061, 1.608], [-6.641, 6.160, 0.345], [-3.922, -5.218, 4.128], [6.715, 1.783, -3.685], [-6.395, 6.717, -2.164], [7.589, -3.601, 1.415], [3.366, -1.644, -4.195], [-2.159, -7.242, -3.900], [8.094, -2.076, 3.987], [-4.809, 2.780, -2.663], [0.932, 8.747, 2.964], [4.116, -0.382, -6.144], [3.533, 7.275, 2.161], [5.772, 1.426, -5.971], [3.578, -0.176, -4.717], [8.877, -3.721, 2.264], [5.678, -1.490, 4.131], [-2.839, -6.190, -6.648], [6.825, -5.564, 2.122], [6.640, 2.267, -2.711], [-5.683, -5.632, -5.887], [-3.929, -5.602, 3.108], [-6.322, -2.911, 3.172], [7.965, -2.803, 4.789], [7.491, 0.345, 3.032], [-7.153, 2.799, -4.353], [1.834, 0.494, -3.570], [6.420, -5.054, 0.411], [2.994, 5.027, 4.669], [-2.590, -3.566, -5.362], [6.581, 0.698, -5.909], [-2.809, -9.014, -2.956], [-0.954, 8.356, 1.886], [-4.525, -1.153, 7.145], [-6.334, -5.779, 4.524], [-3.858, -6.067, 4.809], [4.879, -1.161, -6.155], [1.272, 8.502, 0.767], [-8.569, 5.538, -2.228], [-7.154, 7.500, -2.176], [4.317, -2.170, -4.277], [-7.546, 2.278, -2.754], [-7.402, 3.266, -0.921], [0.873, 10.797, 3.734], [4.368, 7.046, 4.839], [-2.990, -8.400, -6.348], [9.500, -1.655, 2.380], [-3.761, -8.698, -4.391], [5.689, -2.212, 4.947], [-1.203, 8.893, 3.540], [2.574, -2.269, -4.609], [-3.827, -3.753, -6.567], [4.696, -1.625, 3.676], [8.424, -3.532, -0.666], [-5.591, 6.431, 0.457], [-0.547, -6.946, -5.325], [3.913, 8.634, 4.290], [-5.083, -7.240, -5.246], [6.126, 0.127, 2.061], [4.846, 0.755, -7.864], [7.135, 0.795, -3.500], [-8.920, 4.706, -0.647], [3.546, 8.860, 0.532], [-5.684, 6.967, -4.171], [7.247, -2.326, -0.392], [3.209, -1.585, -3.118], [-4.177, -3.557, -4.811], [-8.939, 6.452, -0.774], [6.169, 2.308, -6.473], [-1.601, -7.138, -1.804], [3.808, 3.032, -5.147], [-4.802, -1.966, 8.610], [-0.608, 10.039, 2.267], [3.773, 1.639, -6.828], [-7.117, 7.132, 0.473], [-1.598, -7.890, -7.325], [1.590, 10.110, 1.327], [-6.888, 5.388, 1.074], [3.280, 6.652, 1.303], [-8.193, 3.802, -3.382], [3.524, 1.292, -2.454], [-2.962, -4.724, 4.275], [2.844, 7.834, 5.487], [7.498, 2.348, -4.192], [2.362, 9.901, 3.951], [-5.679, -4.173, 8.425], [-4.686, -3.029, 2.697], [4.122, 3.225, -3.466], [-4.892, 2.078, -3.493], [-4.045, -7.716, -3.026], [5.282, 3.893, -4.627], [-0.432, -8.062, -2.725], [-3.440, -4.560, 8.440], [-4.463, 5.079, -3.632], [-3.152, -1.877, 7.996], [2.475, 4.773, 2.975], [-5.662, 4.572, -4.753], [0.770, 9.477, 4.921], [7.628, -0.388, 1.436], [3.740, 9.428, 2.086], [5.950, -2.155, 0.738], [-3.544, -6.286, -7.475], [-1.008, -8.632, -5.126], [-5.688, -4.445, 2.408], [-7.320, -5.285, 6.823], [-2.394, -3.848, 7.150], [7.912, -5.723, 0.735], [5.607, -0.474, 4.519], [0.527, 7.163, 4.966], [4.025, 5.244, 3.339], [-2.621, -2.895, 4.889], [-5.395, -5.880, -4.192], [9.654, -3.979, 1.544], [-0.398, -6.372, -2.897], [-7.228, 6.320, -4.106], [-7.157, -4.216, 4.821], [8.756, -2.022, 0.359], [-5.408, 7.073, -1.870], [-2.364, -4.598, -2.923], [10.133, -2.677, 3.676], [1.396, -0.082, -5.093], [-3.443, -5.220, 6.759], [-4.870, 2.131, -1.790], [8.868, -4.595, 2.915], [-5.599, -5.975, 6.768], [2.191, 1.568, -4.971], [3.229, -0.641, -6.722], [-2.139, -5.472, -7.075], [-6.473, -3.105, 7.369], [4.621, 7.263, 2.227], [-3.757, 2.981, -2.867], [8.601, -1.224, 4.441]], "mulliken_charge": [1.7969, -0.4073, -0.5572, -0.2741, -0.4177, -0.5303, -0.5895, -0.3864, -0.4127, -0.5610, -0.3186, -0.5384, 0.2577, -0.0336, 0.9610, 0.1095, 0.0760, 0.1840, 0.1373, -1.8479, 1.3557, -1.1926, -1.5785, 1.5731, 1.4433, -0.7083, -1.6830, -1.6707, -0.6699, -1.9594, -1.6998, -0.7014, -0.7167, 1.6894, -0.6869, -1.9448, -1.2232, -1.9673, -1.6913, -1.7763, -1.5244, -1.6113, -1.6881, -1.4623, 1.5887, -1.6955, 1.5025, -0.9134, 1.5183, -1.5975, -1.7556, -1.2078, -1.9017, 1.5344, -2.0763, -1.0976, -1.8423, -1.5832, -1.9940, -1.0541, 1.3588, -1.9054, 1.7406, -1.0531, -1.7111, 1.1603, -1.0505, -1.1276, -1.1636, 1.2300, -1.2805, -1.7825, -1.1635, 0.4015, 0.3931, 0.4429, 0.4543, 0.4284, 0.3389, 0.4437, 0.4297, 0.4507, 0.4166, 0.3401, 0.4341, 0.4304, 0.4677, 0.4388, 0.4108, 0.3367, 0.3407, 0.3636, 0.4544, 0.4400, 0.3554, 0.4108, 0.5237, 0.4066, 0.4189, 0.4827, 0.3265, 0.3058, 0.2840, 0.3157, 0.3474, 0.3762, 0.4210, 0.4050, 0.4162, 0.4331, 0.4298, 0.3574, 0.3274, 0.4519, 0.3746, 0.4453, 0.2989, 0.4215, 0.3910, 0.5231, 0.4369, 0.4219, 0.4133, 0.4481, 0.4283, 0.3099, 0.3942, 0.4039, 0.3210, 0.3990, 0.3875, 0.4073, 0.3691, 0.4617, 0.3059, 0.3238, 0.2310, 0.2666, 0.3627, 0.3229, 0.4932, 0.4511, 0.3427, 0.3990, 0.3534, 0.4420, 0.4385, 0.3529, 0.4338, 0.3436, 0.4101, 0.4066, 0.3593, 0.3410, 0.3357, 0.2747, 0.3973, 0.3971, 0.4075, 0.3708, 0.4373, 0.3712, 0.3597, 0.3596, 0.4703, 0.3130, 0.3605, 0.4150, 0.4318, 0.3705, 0.4367, 0.3485, 0.3764, 0.3597, 0.4222, 0.4690, 0.4062, 0.3637, 0.4772, 0.3240, 0.2586, 0.4212, 0.4763, 0.4744, 0.4558, 0.3418, 0.3970]}

---

Record 2
{"formula": "C54H124N6O11", "method": "ωB97M-V/def2-TZVPD", "e_tot_ha": -3287.726682, "e_homo_ev": -7.887, "e_above_lowest_kj_mol": 161.0, "homo_lumo_gap_ev": 7.66, "charge": 0, "smiles": "CC1(C)CCCC(C)(C)N1O.CC1(C)CCCC(C)(C)N1O.CC1(C)CCCC(C)(C)N1O.CC1(C)CCCC(C)(C)N1O.CC1(C)CCCC(C)(C)N1O.CC1(C)CCCC(C)(C)N1O.O.O.O.O.O", "lumo_ev": -0.22, "elements": ["O", "O", "O", "O", "O", "O", "O", "O", "O", "O", "O", "N", "N", "N", "N", "N", "N", "C", "C", "C", "C", "C", "C", "C", "C", "C", "C", "C", "C", "C", "C", "C", "C", "C", "C", "C", "C", "C", "C", "C", "C", "C", "C", "C", "C", "C", "C", "C", "C", "C", "C", "C", "C", "C", "C", "C", "C", "C", "C", "C", "C", "C", "C", "C", "C", "C", "C", "C", "C", "C", "C", "H", "H", "H", "H", "H", "H", "H", "H", "H", "H", "H", "H", "H", "H", "H", "H", "H", "H", "H", "H", "H", "H", "H", "H", "H", "H", "H", "H", "H", "H", "H", "H", "H", "H", "H", "H", "H", "H", "H", "H", "H", "H", "H", "H", "H", "H", "H", "H", "H", "H", "H", "H", "H", "H", "H", "H", "H", "H", "H", "H", "H", "H", "H", "H", "H", "H", "H", "H", "H", "H", "H", "H", "H", "H", "H", "H", "H", "H", "H", "H", "H", "H", "H", "H", "H", "H", "H", "H", "H", "H", "H", "H", "H", "H", "H", "H", "H", "H", "H", "H", "H", "H", "H", "H", "H", "H", "H", "H", "H", "H", "H", "H", "H", "H", "H", "H", "H", "H", "H", "H", "H", "H", "H", "H"], "xyz": [[-5.433, -4.097, 1.560], [-3.321, -5.108, 3.391], [1.079, -3.788, 1.885], [-3.439, -3.436, -4.934], [-7.224, -1.541, -0.123], [8.525, -4.319, -0.826], [1.990, -6.137, 0.865], [2.041, -5.834, 4.991], [-4.497, -2.669, 4.178], [2.315, 3.046, 6.140], [0.919, 4.007, -0.910], [-0.294, 4.692, -1.116], [8.761, -2.965, -1.219], [1.157, 3.822, 5.922], [-2.098, -3.849, -4.987], [-7.196, -0.198, -0.584], [0.642, -2.688, 1.094], [0.257, 0.050, 0.203], [10.088, -2.555, -0.722], [-2.830, 6.091, -0.701], [-0.236, 5.720, 6.498], [-4.740, -0.302, -0.569], [2.306, 6.007, 6.684], [11.143, -3.499, -1.324], [-1.694, -3.169, -2.689], [10.355, -1.131, -1.287], [-5.937, -0.559, -2.749], [9.192, -0.124, -1.126], [-0.254, -5.057, -6.154], [-7.171, 2.253, -2.044], [-1.222, -3.050, -4.136], [-0.486, 6.053, 5.027], [-1.709, -2.993, 1.599], [6.478, -2.762, -1.889], [-1.497, 2.625, -1.732], [-0.232, 6.122, -0.810], [0.819, 6.701, -1.781], [2.362, -3.038, -0.618], [-1.673, -3.457, -7.405], [7.101, -2.006, 0.433], [0.220, 6.404, 0.631], [-1.452, 3.508, 0.642], [-0.894, -0.752, 0.839], [-9.390, 0.319, 0.384], [-1.493, 3.887, -0.842], [-1.698, -4.447, -6.256], [-0.286, -1.523, 3.146], [0.744, -4.117, -5.489], [1.117, 5.027, 6.778], [7.571, -2.134, -1.022], [0.168, -3.713, -4.139], [-0.525, -2.019, 1.682], [1.739, -2.043, 0.380], [-2.577, -5.655, -6.565], [-0.463, 4.711, 4.295], [-5.923, 1.617, -1.413], [10.260, -2.504, 0.802], [-5.983, 0.105, -1.359], [-2.792, 4.634, -1.152], [0.543, 2.498, 3.935], [0.997, 4.552, 8.232], [-9.218, -0.419, -2.036], [-8.534, 0.349, -0.893], [2.845, -1.499, 1.254], [-1.555, 6.805, -1.166], [-8.365, 1.862, -1.194], [1.171, -0.931, -0.540], [7.856, -0.718, -1.567], [-1.146, -1.556, -4.534], [0.859, 3.916, 4.454], [2.065, 4.523, 3.706], [0.735, 5.392, 8.877], [1.341, 1.811, 4.225], [-2.899, 6.133, 0.388], [3.045, -2.646, -1.377], [-3.089, 4.590, -2.205], [-6.490, -1.493, -2.839], [10.020, -3.482, 1.226], [6.192, -3.735, -1.478], [0.111, -5.157, -7.177], [-1.092, 5.181, 6.904], [1.112, 5.822, 0.859], [-0.504, 3.091, 0.974], [8.612, -4.776, -1.668], [-3.989, -2.481, 4.972], [3.243, -2.309, 1.874], [0.658, -0.967, 3.089], [2.998, -3.790, -0.142], [-0.343, -5.974, -5.570], [-5.706, -3.881, 2.460], [0.219, -4.515, -3.403], [0.231, 3.779, 8.233], [-10.309, -0.418, -1.996], [-1.603, -3.984, -8.363], [1.997, 2.138, 6.113], [-0.960, -2.757, -1.997], [-0.171, 6.670, 7.039], [1.547, -3.342, 2.612], [-1.839, 4.282, 1.303], [7.205, -2.974, 0.928], [-4.072, -3.454, 3.787], [-8.817, -1.430, -2.051], [-0.234, 0.698, -0.516], [-0.709, -1.362, -5.518], [6.026, -1.822, 0.487], [-7.392, -1.395, 0.815], [-1.479, 6.498, 4.951], [7.014, -0.117, -1.213], [1.818, 4.982, 2.752], [7.644, -1.206, 0.930], [-0.970, -2.630, -7.380], [1.508, -5.521, 1.453], [-3.586, 4.018, -0.715], [3.213, 5.499, 6.348], [-5.778, 2.144, -0.469], [-7.290, 1.918, -3.078], [9.142, 0.356, -0.146], [-2.517, -6.065, -7.576], [-2.142, -1.115, -4.597], [9.659, -1.733, 1.281], [-2.682, -3.042, -7.536], [2.651, 5.176, 4.350], [-0.731, 4.881, 3.251], [-1.789, -4.230, -2.428], [-0.532, 6.152, 1.379], [0.920, -2.958, -3.870], [-1.040, -0.854, 3.544], [2.506, -0.704, 1.919], [0.256, 6.781, 4.697], [-4.416, -1.328, -0.771], [-2.548, -6.435, -5.808], [-3.827, -3.964, -4.226], [-0.484, 2.223, -1.755], [0.716, 6.241, -2.772], [7.789, -0.722, -2.657], [-4.908, -0.783, -3.042], [0.795, 7.774, -1.979], [-3.528, -6.032, 3.203], [-0.415, 2.105, 4.270], [-9.227, 2.080, -1.836], [11.168, -0.662, -0.731], [1.235, 3.902, -1.814], [0.704, -1.295, -1.452], [-1.825, -3.342, 0.570], [-2.603, -2.400, 1.791], [-2.099, 1.827, -1.296], [-8.836, 0.705, 1.246], [2.771, 3.708, 3.522], [-1.263, 4.094, 4.710], [-3.873, 0.322, -0.790], [-10.173, 1.083, 0.348], [3.672, -1.191, 0.615], [11.305, -2.351, 1.079], [5.534, -2.224, -1.980], [1.955, 4.184, 8.605], [-7.060, 3.338, -2.068], [-4.902, -0.311, 0.511], [0.547, 2.509, 2.843], [0.464, 7.467, 0.669], [-9.839, -0.647, 0.609], [1.597, -3.575, -1.185], [2.217, 6.839, 5.982], [-2.396, -5.116, 3.661], [0.022, -2.396, 3.726], [-6.320, 0.100, -3.532], [12.006, -3.595, -0.671], [10.547, -1.192, -2.358], [-1.508, 7.741, -0.601], [-1.387, -0.086, 1.550], [-5.131, 1.919, -2.110], [2.498, 6.437, 7.667], [6.868, -2.974, -2.886], [-1.414, -3.858, 2.186], [-9.015, 0.098, -2.979], [-3.689, 6.615, -1.120], [0.751, 0.531, 1.049], [2.405, -4.949, 4.882], [-1.579, 7.065, -2.223], [-1.563, -1.010, 0.014], [9.447, 0.694, -1.804], [-8.339, 2.495, -0.308], [-1.809, 2.892, -2.738], [1.730, -4.574, -5.418], [1.860, 6.411, -1.606], [-0.535, -0.927, -3.880], [0.781, -3.268, -6.178], [10.769, -4.501, -1.527], [-4.580, -4.531, 1.664], [1.091, -5.723, 4.888], [-2.715, -2.824, -2.513], [-2.187, 2.698, 0.749], [-3.623, -5.318, -6.609], [1.877, -5.763, -0.012], [2.022, -0.286, -0.778], [11.397, -3.164, -2.333]], "mulliken_charge": [-0.5356, -0.6053, -0.0828, -0.5182, -0.4087, -0.4782, -0.6877, -0.6054, -0.6219, -0.4812, -0.4726, 0.4450, 0.1491, 0.1205, 0.7422, 0.3511, 0.1226, 1.8039, 1.4805, -0.8476, -1.3844, -1.7376, -1.8592, -1.6207, -1.5850, -1.0606, -1.5913, -0.7149, -1.1830, -1.0756, 1.9221, -0.8319, -1.4651, -2.2823, -1.7440, 1.8467, -2.0688, -1.9827, -1.7810, -1.2378, -1.7574, -1.7227, -1.0229, -2.1971, 2.4653, 1.3064, -1.8384, -1.0355, 1.6733, 1.8388, -0.8227, 2.0225, 2.2345, -1.9420, -0.0869, -1.3023, -1.8574, 2.2554, -1.3263, -2.3950, -1.9704, -1.7583, 1.9072, -2.1272, -1.4870, -1.2523, -0.9335, -1.1767, -1.7218, 2.7826, -1.1094, 0.4296, 0.5711, 0.2895, 0.1147, 0.5809, 0.3246, 0.3755, 0.4970, 0.4832, 0.4242, 0.2814, 0.2655, 0.3486, 0.2748, 0.6038, 0.2983, 0.5418, 0.3661, 0.3175, 0.4741, 0.5135, 0.4814, 0.5050, 0.3642, -0.1096, 0.4430, 0.2300, 0.2366, 0.3619, 0.2962, 0.2644, -1.4037, 0.3289, -0.0301, 0.3077, 0.4787, 0.3782, -0.1501, 0.3605, 0.2969, 0.3375, 0.1738, 0.4231, 0.4141, 0.3105, 0.3597, 0.4095, 0.3264, 0.3345, 0.3592, 0.2914, -0.9674, 0.5430, 0.2530, 0.1784, 0.4935, 0.1337, 0.2602, 0.4939, 0.3733, 0.3309, 0.4195, 0.4924, 0.4297, 0.3166, 0.3509, 0.2725, 0.3524, 0.4859, 0.3354, 0.3358, -0.2152, -0.0487, 0.5415, -0.3490, 0.4660, 0.3709, 0.6286, -0.3031, 0.4779, 0.3501, 0.5090, 0.4276, 0.3832, 0.3820, 0.5480, 0.1310, 0.4788, 0.4257, 0.1183, 0.3179, 0.2861, 0.3740, 0.2583, 0.3534, 0.4146, 0.4726, 0.7537, 0.3454, 0.4410, 0.4858, 0.1359, 0.3356, 0.4396, -0.3044, 0.3104, 0.4514, -0.1697, 0.3760, 0.4371, 0.5357, 0.4733, 0.3821, 0.3126, 0.3061, 0.3422, 0.2580, 0.3059, 0.3509, 0.3244, 0.4090, 0.3123, 0.7804, 0.3559]}